No. 1
A molecular structure, C31H74Br3N4O16P3 in a non-equilibrium geometry. Source: OMol25; level of theory: ωB97M-V/def2-TZVPD.

LUMO level = -0.5 eV
gap between HOMO and LUMO = 0.293 Eh

CARTESIAN COORDINATES (ANGSTROEM)
C: -14.56814 -7.69550 11.07858
O: -14.78420 -6.74762 11.84685
N: -13.36750 -8.00414 10.60355
C: -13.20400 -9.10223 9.63751
C: -12.18586 -7.18278 10.85505
H: -15.26942 -8.41638 10.63053
H: -13.55846 -8.93925 8.61971
H: -13.85636 -9.88581 10.02289
H: -12.18025 -9.46056 9.52961
H: -11.74569 -6.70176 9.98158
H: -12.44460 -6.47773 11.64502
H: -11.43251 -7.81747 11.32167
C: -6.04514 -13.85022 7.63084
O: -6.76968 -12.91341 7.81637
N: -5.51422 -14.55236 8.64821
C: -4.30335 -15.32100 8.34854
C: -5.77901 -14.41744 10.01414
H: -5.59081 -14.04246 6.64655
H: -3.46421 -14.64603 8.51697
H: -4.33639 -15.58403 7.29127
H: -4.31425 -16.30380 8.81980
H: -6.80802 -14.10574 10.19328
H: -5.75120 -15.40746 10.46932
H: -5.13267 -13.67439 10.48128
C: -10.05495 -9.54890 3.95408
O: -9.58044 -9.22313 5.00684
N: -10.11326 -10.79673 3.42846
C: -10.84505 -10.99228 2.17521
C: -9.60997 -11.96980 4.10476
H: -10.63603 -8.85580 3.32626
H: -11.15044 -10.05993 1.70028
H: -11.66650 -11.70720 2.22227
H: -10.10365 -11.39592 1.48564
H: -8.95535 -12.45606 3.38148
H: -9.02673 -11.80168 5.01011
H: -10.37872 -12.73020 4.24230
C: -9.13973 -8.78783 8.47350
O: -9.75111 -7.99463 9.19765
N: -7.79423 -8.90975 8.46780
C: -7.14221 -10.08116 7.86081
C: -6.87992 -8.01366 9.12821
H: -9.66754 -9.41905 7.74193
H: -6.48214 -9.80033 7.04012
H: -7.79840 -10.89183 7.54406
H: -6.46152 -10.51118 8.59555
H: -6.01121 -7.82103 8.49865
H: -7.40523 -7.06662 9.25176
H: -6.47590 -8.33706 10.08752
C: -10.15699 -13.59161 7.91902
Br: -9.57356 -15.04012 9.19478
Br: -11.26793 -12.22722 8.84500
Br: -11.21197 -14.33814 6.42685
H: -9.24705 -13.16938 7.49260
C: -8.65208 -12.57399 17.10060
C: -7.70686 -11.96300 16.01978
O: -8.43902 -11.84141 14.77483
P: -7.95338 -12.82764 13.57553
O: -6.44178 -12.98647 13.50169
O: -8.84276 -14.13388 13.84394
C: -8.80322 -15.17165 12.91925
C: -10.24034 -15.80582 13.13312
O: -8.75337 -12.26227 12.20678
C: -7.90546 -11.37067 11.40595
C: -7.49809 -10.05252 12.04412
H: -8.09208 -12.85484 17.99258
H: -9.31490 -11.75947 17.39271
H: -9.25018 -13.41951 16.76080
H: -7.21881 -11.06716 16.40368
H: -6.86125 -12.63709 15.88323
H: -8.75090 -14.83652 11.88337
H: -7.99951 -15.87175 13.14735
H: -10.45969 -16.44093 12.27485
H: -10.36777 -16.40432 14.03514
H: -10.97109 -14.99709 13.12453
H: -7.01734 -11.92140 11.09607
H: -8.43541 -11.01888 10.52080
H: -7.34441 -10.28456 13.09798
H: -6.58242 -9.53309 11.76158
H: -8.26348 -9.28626 11.92113
C: -12.09161 -13.75386 16.16287
C: -12.82828 -15.05403 15.84891
O: -14.03860 -14.88136 15.16320
P: -14.14388 -14.57552 13.59652
O: -13.42860 -15.54261 12.71874
O: -13.46524 -13.04480 13.47215
C: -13.10875 -12.51425 12.18016
C: -11.87054 -11.67407 12.24737
O: -15.72547 -14.42304 13.22304
C: -16.44169 -15.38687 12.44852
C: -17.86710 -15.57937 13.10285
H: -11.55641 -13.40689 15.27897
H: -12.77225 -12.91843 16.32682
H: -11.44559 -13.75657 17.04079
H: -12.22331 -15.85064 15.41586
H: -13.11611 -15.50837 16.79697
H: -13.05780 -13.30698 11.43378
H: -13.94975 -11.86936 11.92536
H: -12.07196 -10.77038 12.82258
H: -11.07525 -12.18438 12.79068
H: -11.55386 -11.33526 11.26094
H: -16.55005 -15.08919 11.40557
H: -15.84949 -16.30126 12.41239
H: -18.31940 -14.60436 13.28421
H: -18.50657 -16.24538 12.52354
H: -17.64749 -16.04364 14.06427
C: -17.81291 -17.24844 9.19658
C: -17.04885 -16.31883 8.25430
O: -16.31790 -15.44466 9.10990
P: -15.07466 -14.62576 8.52765
O: -14.68514 -13.37430 9.25142
O: -15.54299 -14.27001 6.98818
C: -14.64723 -13.73614 6.04833
C: -15.40058 -13.26301 4.85378
O: -13.88471 -15.65906 8.28092
C: -13.06093 -16.12124 9.32005
C: -12.31515 -17.35780 8.76327
H: -18.49327 -16.66096 9.81308
H: -18.31949 -18.04573 8.65271
H: -17.19396 -17.73834 9.94825
H: -16.45317 -16.93336 7.57930
H: -17.60506 -15.78255 7.48545
H: -14.06094 -12.90618 6.44272
H: -14.00123 -14.55221 5.72459
H: -14.77524 -12.56517 4.29694
H: -15.77695 -14.06127 4.21408
H: -16.33540 -12.74561 5.06944
H: -12.41815 -15.30393 9.64705
H: -13.60543 -16.44538 10.20693
H: -11.76162 -17.16170 7.84498
H: -11.66271 -17.79386 9.51975
H: -13.02983 -18.13623 8.49611

These are the Löwdin partial charges, in e, on atoms 1 to 2: -0.346, -0.019

***

No. 2
2 unconnected molecules or ions with the total composition C3H9N2O3 in a non-equilibrium geometry. Source: OMol25; level of theory: ωB97M-V/def2-TZVPD.

energy above the lowest of the compared OMol25 structures with the same formula, charge and spin = 94.0 kJ/mol
LUMO level = 4.0 eV
net charge = -1
gap between HOMO and LUMO = 0.298 Eh

CARTESIAN COORDINATES (ANGSTROEM)
O: 0.93461 -2.04090 0.48628
C: 0.10193 -1.16662 0.14263
N: 0.33709 0.08824 -0.17882
C: 1.71797 0.46618 -0.12588
O: 1.92641 1.75575 -0.72274
C: -1.37397 -1.57056 0.11455
N: -2.26581 -0.78566 0.98801
H: -0.58819 1.46821 -0.55812
H: 2.35638 -0.24832 -0.65966
H: 2.11212 0.53549 0.89897
H: -1.44152 -2.62177 0.36834
H: -1.73418 -1.46870 -0.90012
H: -1.71033 -0.43798 1.76447
H: -2.52579 0.05795 0.48752
H: -0.99336 2.69353 0.20504
H: 1.05706 2.13637 -0.92528
O: -1.02109 2.33306 -0.68255

These are the Löwdin partial charges, in e, on atoms 1 to 2: -0.077, -0.606

***

The calculation returns the following HOMO values, one per record and in order: -8.5; -4.1 eV.